A gas-phase ion, C4H7NO3 (charge +1). Source: OMol25; level of theory: wB97M-V/def2-TZVPD.

```
15
Properties=species:S:1:pos:R:3
C 0.1336 0.4617 1.7563
C 1.0760 0.9901 0.7871
N 1.1544 0.3100 -0.4448
C 0.4797 -0.9128 -0.9109
C -1.0237 -0.7198 -0.6412
O -1.6174 -2.0145 -0.8265
O -1.6661 0.3087 -0.7020
O 1.7313 1.9900 0.9653
H -0.0397 -0.5771 1.5438
H 0.6932 0.2492 2.6460
H -0.8370 0.9724 1.8891
H 1.6908 0.9172 -1.1472
H 0.4831 -0.9001 -2.0602
H 0.9194 -1.9326 -0.6153
H -2.5666 -2.0886 -0.5847
```

Output
Charge ... +1
E_tot ... -436.7281 Ha
Kohn-Sham gap (spin up / spin down) ... 11.8 / 6.3 eV
Max |F| ... 4.81 eV/Å
Multiplicity ... 2
E_HOMO (spin up / spin down) ... -0.583 / -0.582 Eh
Relative energy (zero: lowest compared OMol25 entry of this formula, charge and spin) ... 23.6 kcal/mol

natural (NBO) population analysis, charges in e, atoms 1 to 6: -0.745, 0.619, -0.169, -0.416, 0.773, -0.705